No. 1
21
Properties=species:S:1:pos:R:3:forces:R:3 method="wB97M-V/def2-TZVPD" gap_ev=8.40 e_above_lowest_kcal_mol=101.3 total_energy_ev=-10977.485
O 1.033999 0.238511 -1.866692 0.1 0.0 -0.1
O 2.241587 1.830824 -0.695703 -0.3 -0.1 0.1
N 1.621297 -0.060875 0.415635 1.0 0.0 0.0
C -2.264568 0.386208 -0.120692 0.3 -0.2 -0.1
C 0.643706 -0.869526 0.941813 -1.1 1.4 -0.9
C 1.246845 0.840436 -0.631981 -1.9 0.0 0.9
C -1.107950 0.627463 0.840025 -0.3 -1.3 1.4
C 0.076073 -1.966004 0.094680 -0.1 -0.1 0.1
H -3.220347 0.730987 0.288073 0.1 0.1 0.0
H -2.091791 0.871520 -1.083417 -0.1 0.1 0.0
H -1.340436 0.177679 1.804966 -0.2 -0.1 0.1
H 2.142819 0.448237 1.118844 -0.1 -0.1 -0.1
H 0.059920 1.076825 -0.165972 2.5 0.0 -1.3
H -1.011178 1.687763 1.091472 0.3 0.0 -0.1
H 0.822574 -1.123209 1.982247 -0.2 0.1 0.0
H 1.891447 -0.057451 -2.208657 -0.1 0.0 0.1
H -0.142233 -1.621085 -0.912505 0.0 0.0 0.0
H 0.782629 -2.800755 0.022603 0.0 0.0 0.0
H -0.841711 -2.343013 0.547652 0.0 0.0 0.0
H 1.858662 2.601297 -1.128438 0.0 -0.1 0.0
H -2.401344 -0.675832 -0.333953 0.1 0.0 0.0

***

No. 2
62
Properties=species:S:1:pos:R:3:forces:R:3 method="wB97M-V/def2-TZVPD" gap_ev=7.54 e_above_lowest_kcal_mol=50.5 smiles="CCOC(=O)c1[nH]c2ccc(OCC)cc2c1NC(=O)CN1CCN(c2ccccn2)CC1" total_energy_ev=-41000.150
O -1.777356 -2.550862 0.343592 0.0 -0.1 0.2
O -1.010908 1.354011 -2.733960 0.1 0.2 0.1
O -0.212874 3.301263 -1.909934 -0.1 -0.2 0.4
O -0.891541 -1.267191 4.685525 -0.1 -0.1 -0.1
N 2.074650 0.576378 -1.577753 0.0 -0.2 -0.2
N -1.415284 -0.646273 -0.868632 -0.1 0.2 -0.4
N -0.737734 -2.956914 -2.853987 -0.1 0.1 0.1
N -0.388973 2.400044 0.659397 0.0 0.3 -0.1
N 1.335266 -1.589661 -1.716014 -0.2 -0.3 -0.3
C 1.033155 -1.150079 6.193552 -0.4 0.0 -0.2
C 2.747437 1.566172 0.485948 0.1 0.0 0.1
C -1.009269 -0.619185 2.458947 0.1 -0.1 0.5
C -1.698141 -1.964688 -0.716192 -0.2 0.0 -0.3
C -1.916656 -2.679406 -2.058455 0.0 -0.3 0.0
C 1.231047 -1.446186 -3.148437 -0.1 0.1 -0.2
C 2.052618 -0.722970 0.432298 0.1 -0.1 -0.1
C 1.131941 -2.927030 -1.202848 0.0 -0.1 0.1
C -0.454132 1.650879 1.791295 -0.2 -0.4 0.0
C 0.283849 -3.738614 -2.202009 0.1 0.0 0.0
C 2.505101 0.363840 1.142799 0.1 0.1 -0.2
C -1.393490 4.333216 -3.780315 0.2 -0.2 0.3
C -0.074088 3.801483 -3.238384 -0.1 0.1 -0.6
C 1.827586 -0.581322 -0.951629 0.2 0.4 0.2
C -0.482982 -1.085419 6.023177 0.2 0.0 0.3
C -0.732577 1.610021 -0.413478 -0.2 -0.6 0.3
C -0.878302 0.336538 1.453534 0.0 0.3 0.2
C -0.718395 -0.269510 3.767919 -0.1 -0.1 -0.5
C -0.172896 1.997661 3.105189 0.0 0.0 0.0
C 2.517870 1.602547 -0.875389 0.2 0.1 0.2
C -0.303609 1.035757 4.082635 0.0 0.0 0.1
C -1.051355 0.331016 0.037757 0.1 0.8 -0.2
C -0.163344 -1.875327 -3.641792 0.2 -0.1 -0.3
C -0.679388 2.047702 -1.785435 0.0 -0.1 -0.2
H -2.114864 3.523726 -3.858211 -0.1 0.0 0.0
H 1.412871 -0.399026 -3.385995 0.0 -0.2 -0.1
H 2.672200 0.279222 2.207206 0.0 0.0 0.1
H -1.380109 -0.275561 -1.818346 -0.1 -0.2 0.2
H 1.403677 -2.098732 5.813546 0.1 -0.1 0.0
H 1.520969 -0.347534 5.645497 0.1 0.1 0.0
H 2.004932 -2.057442 -3.632203 0.0 0.1 0.0
H 1.289214 -1.065933 7.246314 0.1 0.0 0.1
H -2.610765 -2.099666 -2.671391 0.0 0.0 0.0
H 1.869440 -1.656736 0.935445 0.0 -0.1 0.0
H -0.187677 -4.571068 -1.676992 0.1 0.0 0.0
H 0.148031 2.997397 3.356507 0.0 0.1 0.1
H 3.108062 2.433461 1.015654 0.0 0.1 0.0
H -1.791754 5.099557 -3.119206 0.0 0.1 0.0
H -0.061460 3.346368 0.577004 0.0 -0.1 0.0
H 2.697176 2.502947 -1.451400 0.0 0.1 0.1
H -1.235917 4.760787 -4.766293 0.0 0.1 -0.1
H 2.094294 -3.435300 -1.035942 -0.1 0.0 0.0
H -1.334385 -1.620990 2.234534 0.0 0.0 0.0
H -0.085093 1.309972 5.102564 0.0 0.0 0.1
H 0.924616 -4.150358 -2.987925 0.0 -0.1 0.1
H 0.669787 4.597669 -3.163563 -0.1 -0.1 0.0
H -0.948891 -1.916664 6.560225 0.0 0.2 0.0
H -2.381908 -3.643547 -1.826904 -0.1 0.2 0.1
H -0.882261 -0.148836 6.433701 0.0 -0.1 0.0
H -0.834499 -1.016846 -3.651615 0.0 0.0 0.0
H -0.068846 -2.229837 -4.677926 0.0 0.2 0.0
H 0.606438 -2.874048 -0.247418 0.1 0.0 0.0
H 0.303298 2.997797 -3.878900 0.0 0.2 0.1

***

No. 3
83
Properties=species:S:1:pos:R:3:forces:R:3 method="wB97M-V/def2-TZVPD" gap_ev=7.77 e_above_lowest_kcal_mol=3.7 total_energy_ev=-76779.084 total_charge=+1
Ba -0.684563 -1.683362 -1.311018 0.2 0.1 0.0
P -1.563874 1.023539 1.003701 -0.2 0.1 -0.1
P 0.244033 -1.292904 2.087168 0.0 -0.1 0.0
O 0.421749 0.399072 -2.450570 -0.1 -0.3 0.2
O 1.910652 -1.565496 -1.951318 -0.3 0.0 0.1
O -2.216804 0.240743 -0.098134 0.2 -0.3 -0.1
O -0.668944 -2.298436 1.444969 0.1 0.2 -0.3
N 2.468028 -0.596019 -2.549350 0.0 0.0 0.0
N -0.390211 -4.870821 -5.032643 0.0 0.0 0.0
N -0.461919 -4.053965 -2.937987 0.0 0.0 0.0
N -1.905512 -1.803405 -3.881590 0.0 0.0 -0.1
N 0.250372 -5.682354 -4.175788 0.0 0.0 0.0
N -2.539007 -1.569282 -6.575689 0.0 0.0 0.0
N 1.689657 0.386689 -2.794114 0.0 0.1 0.1
C 4.083660 2.835622 -4.232906 0.0 0.0 0.0
C 0.816618 -0.369973 4.639375 0.0 0.0 0.0
C 0.098459 0.368088 1.354720 0.3 0.2 0.2
C -0.162539 4.312810 -0.876127 0.0 0.0 0.0
C -0.806148 -3.900418 -4.252175 0.0 0.0 0.0
C -1.929736 3.791817 1.209132 0.0 0.0 0.0
C 3.214952 3.845815 -4.627064 0.0 0.0 0.0
C 2.235010 1.558623 -3.419718 0.0 0.0 -0.1
C 4.274426 -1.264721 1.339548 0.0 0.0 0.0
C -2.731057 1.507928 4.871512 0.0 0.0 0.0
C -2.563158 -0.746736 -4.351338 0.0 0.0 0.0
C -0.538784 -0.869371 6.556739 0.0 0.0 0.0
C -1.271694 2.741723 0.573111 0.0 0.0 0.0
C -3.923696 0.792800 4.897339 0.0 0.0 0.0
C -1.399019 -1.616299 5.766422 0.0 0.0 0.0
C -2.880650 -0.633750 -5.696149 0.0 0.0 0.0
C -1.695029 5.098677 0.806158 0.0 0.0 0.0
C -1.161060 -1.738791 4.404703 0.0 0.0 0.0
C 3.603528 1.686867 -3.627648 0.0 0.0 0.0
C 0.569071 -0.244332 5.995525 0.0 0.0 0.0
C 1.972240 -1.732222 1.865161 0.0 0.0 0.0
C -4.387549 0.159165 3.755595 0.0 0.0 0.0
C -0.054729 -1.111830 3.843050 0.0 0.0 0.0
C 4.583775 -2.604947 1.507091 0.0 0.0 0.0
C -3.661006 0.240052 2.574797 0.0 0.0 0.0
C 1.354115 2.555415 -3.808928 0.0 0.0 0.0
C -0.807568 5.358190 -0.226947 0.0 0.0 0.0
C -2.474126 0.963760 2.543547 0.0 0.0 0.0
C -2.005551 1.595155 3.697392 0.0 0.0 0.0
C -1.876822 -2.618459 -6.110772 0.0 0.0 0.0
C 1.853489 3.700466 -4.414782 0.0 0.0 0.0
C 0.208767 -5.187741 -2.936882 0.0 0.0 0.0
C 2.290191 -3.081538 2.034442 0.0 0.0 0.0
C -1.556805 -2.741569 -4.761182 0.0 0.0 0.0
C 2.970788 -0.825732 1.519409 0.0 0.0 0.0
C -0.396981 3.005248 -0.484674 0.0 0.0 0.0
C 3.592976 -3.513615 1.857318 0.0 0.0 0.0
H 0.668091 0.412962 0.417841 0.0 0.0 0.0
H 5.600605 -2.944804 1.361858 0.0 0.0 0.0
H 1.245728 0.325804 6.618046 0.0 0.0 0.0
H 0.596504 1.067501 2.035123 0.0 0.0 0.0
H 5.147592 2.941653 -4.397581 0.0 0.0 0.0
H -4.491405 0.730237 5.816751 0.0 0.0 0.0
H -2.370237 1.996805 5.766599 0.0 0.0 0.0
H 1.512219 -3.788262 2.298029 0.0 0.0 0.0
H -1.585684 -3.386471 -6.815661 0.0 0.0 0.0
H -2.207960 5.913296 1.299642 0.0 0.0 0.0
H 0.662837 -5.666343 -2.085254 0.0 0.0 0.0
H 0.683323 -6.528608 -4.507868 0.0 0.0 0.0
H 1.698065 0.091624 4.206672 0.0 0.0 0.0
H -0.725156 -0.778089 7.618958 0.0 0.0 0.0
H 5.045114 -0.559151 1.060256 0.0 0.0 0.0
H -5.315952 -0.395669 3.781155 0.0 0.0 0.0
H 2.748629 0.224358 1.378287 0.0 0.0 0.0
H -1.079163 2.158260 3.678458 0.0 0.0 0.0
H -4.008315 -0.247357 1.672917 0.0 0.0 0.0
H 0.076814 2.191375 -1.025154 0.0 0.0 0.0
H -2.629060 3.594541 2.010734 0.0 0.0 0.0
H -1.822663 -2.318273 3.773413 0.0 0.0 0.0
H -2.256627 -2.104950 6.209608 0.0 0.0 0.0
H -2.838244 0.024674 -3.641493 0.0 0.0 0.0
H 4.272551 0.897571 -3.320664 0.0 0.0 0.0
H -3.419630 0.227442 -6.069860 0.0 0.0 0.0
H 1.168238 4.477881 -4.727388 0.0 0.0 0.0
H 0.296331 2.420111 -3.640311 0.0 0.0 0.0
H 3.599979 4.738766 -5.100678 0.0 0.0 0.0
H 3.837368 -4.559008 1.990836 0.0 0.0 0.0
H 0.520626 4.512740 -1.691549 0.0 0.0 0.0
H -0.622539 6.379240 -0.534166 0.0 0.0 0.0

***

No. 4
108
Properties=species:S:1:pos:R:3:forces:R:3 method="wB97M-V/def2-TZVPD" gap_ev=7.88 e_above_lowest_kcal_mol=6.1 total_energy_ev=-84920.740
Cd 0.403544 -0.711293 -1.002266 -0.7 -0.1 -0.1
S 1.654903 -1.835373 -2.850822 -0.5 0.2 0.2
F 4.831964 -2.784922 1.174882 0.0 0.1 -2.0
F 3.619606 -3.551588 -4.066059 0.1 0.2 -0.8
F 6.073748 -4.294052 -3.153284 -0.5 -0.1 0.2
F 2.643055 -1.742507 0.224428 0.1 -0.5 -0.8
F 6.667714 -4.026551 -0.521682 0.0 0.2 0.1
O -3.398446 -6.936486 -0.979210 0.5 -0.3 -0.6
N 0.540869 2.119165 0.260291 0.8 0.7 0.4
N 1.367082 1.200598 -0.319223 -1.5 0.1 0.2
N -1.375265 0.808754 -1.346245 0.6 0.7 1.5
N -0.425298 0.388801 1.686064 0.1 0.1 0.8
N -1.517665 -2.370396 -1.355537 1.4 -0.9 -0.6
N -0.700028 -0.854457 1.170182 0.3 0.8 0.0
N -1.700921 1.406269 -0.150288 -2.7 -0.7 -1.5
N -4.843397 -5.832715 0.222800 -0.8 0.4 0.8
C 3.959875 -3.200459 -2.838705 1.5 -1.1 0.8
C 3.065988 -2.471734 -2.068278 0.3 -0.3 1.8
C -3.558337 -3.351482 -0.656232 2.2 -0.4 -0.4
C -0.913222 0.979318 -4.066418 -0.6 0.6 1.3
C -2.429616 0.825281 -2.135380 0.2 -0.3 0.7
C 3.508266 1.033677 -1.419210 0.2 0.5 0.6
C -3.028544 1.695135 -0.153481 1.2 1.2 1.2
C 4.634160 -2.861534 -0.208750 -0.9 0.1 3.1
C 1.110985 3.339740 0.240893 0.5 0.2 -0.7
C 4.559336 0.642197 -0.365250 0.4 0.3 -1.0
C -0.374377 -3.216508 1.836646 0.1 1.3 -1.0
C -3.512263 1.391088 -1.386422 -1.2 -0.2 -2.3
C -1.446044 -3.670941 2.824553 0.3 -0.4 -0.3
C 0.993669 1.376801 3.599870 0.8 -0.6 0.6
C -2.736163 -2.244842 -0.917948 -1.8 -1.0 0.2
C -3.767296 -5.847211 -0.586749 0.3 -0.4 0.2
C 2.340400 3.208448 -0.383197 -0.3 -1.1 -1.1
C 0.538237 4.666036 0.728215 -0.5 -1.1 -0.7
C 2.282080 1.865810 2.854184 -0.8 0.4 -0.2
C 0.586526 -1.075329 2.968680 1.4 1.0 2.7
C 5.182709 -3.709245 -2.342790 -0.2 1.1 0.6
C -3.746689 2.322585 1.046217 0.5 0.0 -0.7
C -3.453880 3.775803 1.445686 1.2 1.4 -1.5
C 2.391848 1.835851 -0.809954 1.7 1.4 1.3
C 0.934672 -4.017087 1.856993 0.4 -0.2 0.4
C -3.020160 -4.613546 -0.923074 -1.5 0.5 0.0
C 0.328151 0.288236 2.794419 0.2 -0.3 -0.4
C -1.797941 -4.762075 -1.534807 0.4 0.4 0.9
C -2.123963 0.185309 -3.495072 -0.4 2.1 -0.5
C -3.806138 1.410867 2.267735 -0.5 0.9 1.7
C -3.287912 0.196387 -4.472006 0.4 0.2 -0.7
C 0.149320 2.544331 4.100011 0.3 0.6 -1.0
C 4.070109 1.800498 -2.611743 -1.0 0.0 0.7
C -0.077263 -1.707028 1.996942 -1.9 -2.7 -1.8
C -1.058403 -3.610921 -1.619232 2.1 0.7 -0.8
C -0.190206 5.386101 -0.433242 -1.5 0.3 -0.4
C 5.539444 -3.496545 -0.987994 0.2 -1.0 -2.2
C 1.693961 5.512584 1.166398 0.1 1.5 0.3
C 3.415459 -2.417131 -0.686472 -0.2 1.0 -1.0
B -0.749963 1.700604 0.931762 1.0 -0.2 0.8
H -4.367743 4.203917 1.896156 0.7 0.0 -0.1
H 0.381751 5.375307 -1.360345 0.5 -0.1 0.1
H 3.034031 0.136450 -1.719138 -0.3 -0.9 -0.7
H -2.566646 3.922651 2.055342 -0.3 -0.5 0.9
H -3.116636 1.631455 3.115571 0.2 0.0 -1.1
H -4.495133 1.675316 -1.792137 0.5 -0.4 0.4
H -3.142457 -1.274869 -0.804018 -0.1 1.0 0.3
H 1.178583 -1.530770 3.778636 -0.4 0.4 -0.5
H -1.182114 -3.471085 3.861077 0.2 -0.2 0.1
H 2.464157 4.972829 1.732440 -0.1 0.3 -0.4
H -1.134823 4.831850 -0.728776 0.8 0.8 0.6
H 4.919596 1.538275 0.111892 0.0 0.3 0.7
H -2.986458 0.132065 -5.512739 0.6 -0.3 -0.1
H 1.313563 0.765831 4.483683 -0.1 0.8 -0.4
H 4.702866 1.210336 -3.236500 0.2 -0.6 -0.6
H 1.379280 6.401648 1.740412 -0.1 -0.5 0.1
H -5.023652 -6.818597 0.395795 -0.7 0.5 0.5
H -1.072099 2.578599 1.704002 -0.3 -0.6 -0.6
H -0.267418 3.090073 3.208996 0.4 -0.4 1.2
H -1.211682 2.008784 -4.227517 -0.3 0.3 -0.1
H 3.177263 1.826764 3.468715 0.0 -0.1 0.1
H 3.174306 2.180751 -3.149832 1.0 0.1 0.0
H -3.863727 1.090989 -4.496586 -0.4 1.1 0.5
H -4.495410 -3.255526 -0.188056 -1.0 0.3 0.3
H -0.181495 4.417454 1.505941 0.0 0.4 0.2
H 4.714507 2.560667 -2.189212 -0.1 0.8 -0.2
H 4.214815 -0.111602 0.331722 -0.1 0.3 0.3
H -0.132978 1.081923 -3.307916 0.1 -0.4 -0.3
H 3.018522 4.007975 -0.618999 0.2 -0.1 0.0
H 0.822447 -4.962099 1.315647 0.0 0.1 0.0
H 5.449667 0.244548 -0.858305 -0.1 -0.2 -0.2
H -5.197153 -5.079407 0.835859 0.6 -0.9 -0.8
H 1.761107 -3.434396 1.375613 -0.7 -0.6 0.6
H 2.042503 5.970677 0.229564 0.8 -0.3 0.4
H 0.813474 3.245228 4.652983 -0.6 -0.5 -0.2
H -1.381532 -5.742202 -1.687421 0.0 -0.1 -0.3
H -1.600930 -4.769050 2.658716 -0.3 1.0 0.3
H 2.396926 1.216833 1.991724 0.5 0.1 -0.1
H -0.917637 -3.280089 0.851554 1.0 -0.1 0.7
H -0.519249 0.642995 -4.989016 0.3 -0.8 -0.9
H 0.036172 -3.626951 -1.900297 -1.4 -0.1 0.1
H -3.078384 4.456790 0.593451 -1.3 -1.1 0.6
H -3.766769 0.359271 2.066166 0.1 -0.6 -0.3
H -2.319092 -3.050713 2.597597 -0.3 -0.5 0.1
H -4.759807 1.629690 2.769778 -0.1 -0.3 -0.2
H -1.834701 -0.817385 -3.313329 0.4 -1.1 0.2
H -0.661942 2.176064 4.719131 -0.2 0.2 0.2
H 2.161087 2.910457 2.480298 0.1 -0.8 0.4
H -0.410795 6.497284 -0.242299 0.1 -1.7 0.1
H -3.990556 -0.585791 -4.354625 -0.7 -1.0 0.5
H 1.222882 -4.301898 2.911529 -0.2 0.5 -1.0
H -4.748805 2.428351 0.686284 -0.8 -0.4 -0.4